1.
Computed, not measured: a cluster of 3 separate species, C4H9BF4N2O4 in total, with ωB97M-V/def2-TZVPD.

Element x y z (Å)
B: 4.7040 1.1755 -1.3675
C: 3.3532 0.6437 -2.0274
F: 3.4749 0.3570 -3.3624
F: 2.9471 -0.5195 -1.4174
C: 2.2183 1.6820 -1.9002
F: 1.1873 1.3560 -2.7168
F: 1.7475 1.6651 -0.6263
H: 5.6438 1.3744 -2.0577
H: 4.7037 1.3086 -0.1914
H: 2.5505 2.6990 -2.1357
C: -1.1343 -0.3075 -1.2556
N: -2.5754 -0.5853 -1.0073
O: -2.9879 -0.4731 0.1310
O: -3.2486 -0.9068 -1.9601
H: -0.6697 -0.0395 -0.3149
H: -0.7026 -1.2103 -1.6766
H: -1.0813 0.5003 -1.9779
C: -3.4482 -1.2409 3.3708
N: -2.1599 -1.2407 4.1159
O: -2.0889 -0.5867 5.1348
O: -1.2568 -1.9009 3.6455
H: -4.1509 -0.6176 3.9097
H: -3.2405 -0.8614 2.3759
H: -3.7853 -2.2713 3.3118

## Properties
Charge ... 0
SMILES string ... BC(F)(F)C(F)F.C[N+](=O)[O-].C[N+](=O)[O-]
Lowest unoccupied orbital energy ... -0.0442 hartree
Highest occupied orbital energy ... -10.9 eV
Relative energy (zero: lowest compared OMol25 entry of this formula, charge and spin) ... 0.0 kcal per mole
Orbital gap ... 9.748 eV


2.
Computed, not measured: a structure of composition C24H73N4O12 at a distorted geometry, with ωB97M-V/def2-TZVPD.

Element x y z (Å)
N: -0.6415 -0.5039 -0.4928
H: -0.4165 -1.1779 0.2852
H: -0.5665 -1.0429 -1.3548
H: -0.1225 0.2181 -0.6908
H: -1.5235 -0.0349 -0.4538
C: 1.8635 1.6591 1.5642
O: 1.3875 0.2831 1.4912
H: 1.7465 2.4111 0.6472
H: 2.9365 1.8411 1.9402
H: 1.2305 1.9671 2.4642
H: 1.4035 -0.1199 2.4362
C: 3.6565 -1.4449 -1.1848
O: 2.6245 -0.9359 -0.3768
H: 3.4795 -0.8019 -2.2048
H: 3.3915 -2.4219 -1.4978
H: 4.7655 -1.3829 -0.7718
H: 2.3855 -0.1319 -0.5438
C: -1.2365 3.0291 -1.5198
O: -1.0645 2.8631 -0.1508
H: -2.2245 3.2511 -1.6508
H: -1.0405 2.1691 -2.0748
H: -0.5435 3.8121 -1.7088
H: -1.1185 3.8081 0.3392
C: 0.7435 -1.5849 -4.2488
O: 0.4145 -0.5019 -3.3788
H: 1.0175 -2.4619 -3.5228
H: 1.5515 -1.3739 -4.7858
H: -0.0795 -1.9959 -4.9518
H: 0.8175 0.4201 -3.7138
C: -2.1505 -3.0349 -3.2948
O: -2.3065 -3.4909 -1.8578
H: -3.3415 -3.2639 -3.5738
H: -1.5595 -3.7049 -3.8688
H: -1.8905 -2.0409 -3.1328
H: -2.8625 -4.3179 -1.7628
C: 1.4225 -3.9529 -0.4088
O: 1.7555 -2.6179 -0.4728
H: 2.2305 -4.5189 -0.6318
H: 0.3775 -4.4359 -0.8828
H: 1.2845 -4.0959 0.6402
H: 2.6165 -2.4219 -0.4528
C: -1.2545 4.2951 -7.0958
O: -1.0155 3.8761 -5.7788
C: -0.3105 2.6981 -5.5448
C: 0.1675 2.8431 -4.1538
N: 0.8835 1.5851 -3.8428
C: 1.4115 1.4111 -2.4828
C: 2.6065 2.1681 -2.0538
O: 2.8675 1.8151 -0.7328
C: 4.1665 2.0671 -0.2478
H: -0.2635 4.4401 -7.9828
H: -1.6975 5.2781 -7.0058
H: -1.9965 3.6661 -7.7648
H: 0.5635 2.4321 -6.2908
H: -1.0455 1.8731 -5.5038
H: -0.8475 2.8221 -3.5138
H: 0.7255 3.8341 -4.1778
H: 1.8025 1.5731 -4.4438
H: 1.6215 0.4941 -2.3528
H: 0.3625 1.7331 -1.9798
H: 2.3525 3.1731 -1.8178
H: 3.5495 2.0431 -2.8318
H: 4.8705 1.6411 -0.9048
H: 4.1945 1.7421 0.8372
H: 4.3925 3.1881 -0.2048
C: -1.1525 -4.3159 2.2572
O: -0.8695 -3.1269 2.9902
C: 0.5095 -2.7459 3.0762
C: 0.5515 -1.5379 4.1152
N: 1.8385 -0.8609 4.1822
C: 1.8635 0.2981 5.0142
C: 3.2845 0.9321 4.9642
O: 3.2745 2.0191 5.9432
C: 4.4695 2.0781 6.7522
H: -0.3065 -5.0709 2.3612
H: -1.2755 -4.0559 1.1672
H: -2.1575 -4.8329 2.5672
H: 1.0825 -2.4569 2.1442
H: 1.1385 -3.6169 3.5782
H: 0.1035 -1.8039 5.1892
H: -0.2965 -0.8349 3.8492
H: 2.3925 -1.4899 4.5532
H: 1.4025 0.1231 6.0432
H: 1.3835 1.1181 4.6542
H: 3.5605 1.2981 3.9922
H: 3.9325 0.1201 5.2632
H: 4.8325 1.2281 7.4212
H: 4.2525 2.9521 7.3532
H: 5.2185 2.1161 6.0602
C: -5.8925 -3.4229 -1.6878
O: -5.2735 -3.1209 -0.4568
C: -4.7715 -1.8079 -0.2788
C: -4.1855 -1.5709 1.0792
N: -3.4585 -0.2569 1.1462
C: -2.8975 -0.0859 2.5122
C: -2.2955 1.2941 2.5402
O: -1.9445 1.5441 3.8692
C: -1.7125 2.9761 4.1442
H: -6.2435 -4.4999 -1.5818
H: -5.1945 -3.0649 -2.5878
H: -6.7285 -2.7179 -1.6928
H: -5.6355 -1.2589 -0.3628
H: -4.0895 -1.3479 -0.9298
H: -3.4075 -2.4239 1.2002
H: -4.8875 -1.5139 1.8122
H: -3.8995 0.5671 0.9132
H: -2.0335 -0.8939 2.5412
H: -3.6985 -0.0299 3.2392
H: -2.8995 2.0551 2.1502
H: -1.3805 1.5711 2.0462
H: -2.4125 3.5481 4.1922
H: -1.0865 3.3351 3.3502
H: -1.5245 2.9831 5.0382

## Properties
Charge ... +1
Lowest unoccupied orbital energy ... -0.0714 hartree
Highest occupied orbital energy ... -11.3 eV
Relative energy (zero: lowest compared OMol25 entry of this formula, charge and spin) ... 0.0 kcal per mole
Orbital gap ... 9.401 eV


3.
Computed, not measured: a structure of composition C14H33AuN7O6 at a distorted geometry, with ωB97M-V/def2-TZVPD.

Element x y z (Å)
O: -0.1423 -0.6521 -4.2468
H: 0.4474 -1.1565 -4.9491
Au: 0.0935 0.1114 -0.9095
N: 1.2983 -1.4635 -1.8594
N: -1.0614 -1.7513 -0.8176
N: 0.4858 2.3218 -0.7809
N: -1.5919 1.0532 0.0456
O: 2.4679 -1.3629 -2.2468
O: 1.5937 2.8932 -1.0874
O: -2.5517 0.3580 0.6097
O: -2.1841 -1.9337 -0.2059
C: -0.5605 -2.8530 -1.4043
C: 0.7022 -2.6962 -1.9885
C: -0.4290 3.0745 -0.1594
C: -1.6167 2.3770 0.2295
C: 1.4187 -3.7620 -2.7639
H: 1.1756 -3.7072 -3.8446
H: 1.1744 -4.7864 -2.4220
H: 2.5013 -3.6018 -2.6733
C: -1.3681 -4.0984 -1.4000
H: -2.2806 -3.9218 -1.9738
H: -1.6611 -4.4715 -0.4082
H: -0.8287 -4.8981 -1.9071
C: -0.0926 4.5236 0.1249
C: -2.7255 3.1549 0.8813
H: 0.6353 4.8739 -0.6161
H: 0.3803 4.6140 1.1188
H: -0.9639 5.1966 0.1043
H: -3.6223 2.5585 1.1219
H: -3.0124 3.9789 0.1951
H: -2.3541 3.6324 1.8142
H: 1.8597 1.3963 -1.8798
H: -2.4688 -0.6688 0.3282
C: -1.8776 0.2676 -4.0972
H: -2.4705 -0.6578 -4.1348
H: -1.8086 0.8545 -5.0222
H: -1.9971 0.8141 -3.0648
O: 1.2321 0.9283 -2.5304
H: 0.4829 -0.0055 -3.8278
H: 0.7164 1.6981 -2.8299
C: 3.3366 0.4842 2.1500
N: 2.0783 0.2051 2.8072
C: 2.0140 0.1150 4.2516
C: 1.0630 -0.1917 2.0114
N: 1.3526 -0.4940 0.7666
N: -0.2549 -0.2543 2.4921
C: -0.8440 0.8067 3.3159
C: -0.9031 -1.5696 2.6677
H: 4.0498 0.8172 2.8999
H: 3.1952 1.2714 1.3896
H: 3.7407 -0.4220 1.6657
H: 1.5945 1.0290 4.6862
H: 1.4193 -0.7537 4.5634
H: 3.0353 -0.0039 4.6109
H: 2.3061 -0.7893 0.5285
H: -1.8962 0.9345 2.9816
H: -0.8178 0.5085 4.3897
H: -0.2831 1.7484 3.1457
H: -1.9942 -1.4556 2.5129
H: -0.4766 -2.2821 1.9396
H: -0.7113 -1.9360 3.7016

## Properties
Charge ... +1
Lowest unoccupied orbital energy (alpha / beta) ... -0.2012 / -0.2022 hartree
Highest occupied orbital energy (alpha / beta) ... -9.8 / -9.9 eV
Relative energy (zero: lowest compared OMol25 entry of this formula, charge and spin) ... 18.8 kcal per mole
2S+1 ... 3
Orbital gap (alpha / beta) ... 4.358 / 4.362 eV


4.
Computed, not measured: an isolated molecule of C4H10N2O2 at a distorted geometry, with ωB97M-V/def2-TZVPD.

Element x y z (Å)
C: 1.3047 0.6373 1.7363
N: 2.0917 -0.2196 0.7088
C: 1.1636 -0.8492 -0.2573
C: -0.2907 -0.5805 -0.2119
N: -0.7197 0.0139 -1.4294
C: -1.9161 0.6743 -1.5179
O: -2.3307 1.6329 -2.1453
O: -2.9022 -0.0124 -0.7684
H: 0.8570 1.5478 1.3604
H: 1.9459 1.0481 2.4696
H: 0.5031 0.0068 2.1180
H: 2.7156 -0.7275 1.4374
H: 1.7022 -0.3747 -1.2209
H: 1.1974 -1.9485 -0.1068
H: -0.9819 -1.5940 0.0315
H: -0.5703 -0.0748 0.7241
H: -0.0786 0.1451 -2.1353
H: -3.6909 0.6751 -0.7930

## Properties
Charge ... 0
SMILES string ... CNCCNC(=O)O
Lowest unoccupied orbital energy ... 0.0270 hartree
Highest occupied orbital energy ... -9.0 eV
Relative energy (zero: lowest compared OMol25 entry of this formula, charge and spin) ... 84.6 kcal per mole
Orbital gap ... 9.698 eV


5.
Computed, not measured: an isolated molecule of C2H3P at a distorted geometry, with ωB97M-V/def2-TZVPD.

Element x y z (Å)
C: -0.6727 0.8893 -1.1932
C: -0.2154 0.0853 -0.3340
P: 0.0391 -0.4154 1.3039
H: -0.9435 1.0840 -2.2262
H: 1.3510 0.0068 1.5499
H: 0.4414 -1.6500 0.8997

## Properties
Charge ... 0
SMILES string ... C#CP
Lowest unoccupied orbital energy ... 0.0294 hartree
Highest occupied orbital energy ... -9.3 eV
Relative energy (zero: lowest compared OMol25 entry of this formula, charge and spin) ... 9.3 kcal per mole
Orbital gap ... 10.112 eV


6.
Computed, not measured: a cluster of 2 separate species, C5H11ClS in total at a distorted geometry, with ωB97M-V/def2-TZVPD.

Element x y z (Å)
C: 0.7966 0.8373 -0.5105
C: -0.6374 -0.7578 -1.6575
C: -1.5264 1.7640 1.7576
C: 0.8089 -1.7348 1.0074
C: -0.3435 -0.0575 -0.3607
S: -1.8433 0.5791 0.4153
Cl: 1.8874 -0.8134 1.8606
H: 0.5724 1.6477 -1.1903
H: 1.0926 1.2337 0.4483
H: 1.6239 0.3217 -1.0204
H: -1.2722 -1.6533 -1.4527
H: 0.3629 -1.0732 -1.9872
H: -1.1906 -0.1322 -2.4062
H: -2.4364 1.9557 2.3021
H: -1.1884 2.6807 1.2208
H: -0.7952 1.5297 2.5110
H: 1.2134 -2.6299 0.6284
H: -0.1385 -1.8760 1.5396

## Properties
Charge ... 0
Lowest unoccupied orbital energy (alpha / beta) ... 0.0144 / 0.0143 hartree
Highest occupied orbital energy (alpha / beta) ... -7.6 / -7.4 eV
Relative energy (zero: lowest compared OMol25 entry of this formula, charge and spin) ... 59.3 kcal per mole
Orbital gap (alpha / beta) ... 7.961 / 7.776 eV